## P
Entry from the Open Molecules 2025 dataset: a 2-piece molecular cluster, C11H15N overall (ωB97M-V with the def2-TZVPD basis set).

SMILES: Cc1c[nH]c2ccccc12.CC
E_HOMO (eV): -7.76
LUMO energy (eV): 0.96
HOMO-LUMO gap (eV): 8.713

Structure (ORCA input):
```
! wB97M-V def2-TZVPD RIJCOSX def2/J DEFGRID3
* xyz 0 1
C -0.9359 2.7907 -0.9046
C -1.7794 2.7850 0.3905
H -1.4167 2.1562 -1.5770
H -0.7836 3.7495 -1.4222
H 0.1463 2.3478 -0.7329
H -1.3223 3.3740 1.2217
H -1.8860 1.8244 0.8076
H -2.7683 3.2247 0.0616
C -1.6238 -2.4491 1.0236
C 0.4527 -1.4012 0.0034
C -0.5095 -1.4610 1.0717
C 1.2283 -0.2357 0.2007
C -0.5057 -0.2752 1.8302
C 2.0695 -1.9837 -1.6829
C 2.8037 -0.7175 -1.4556
C 0.9227 -2.3517 -0.9351
C 2.3360 0.2075 -0.5278
N 0.5832 0.4844 1.3419
H 2.4762 -2.7044 -2.3541
H 3.6120 -0.4369 -2.0805
H 0.4160 -3.2987 -1.2204
H 2.6615 1.2005 -0.3644
H -2.4292 -2.3480 1.7609
H -1.1849 -3.5660 1.0747
H -1.1784 0.1244 2.6582
H 0.9622 1.3959 1.5158
H -2.3466 -2.4357 0.2947
*
```

=====

## Q
Entry from the Open Molecules 2025 dataset: a 2-piece molecular cluster, C11H15N overall (ωB97M-V with the def2-TZVPD basis set).

SMILES: Cc1c[nH]c2ccccc12.CC
E_HOMO (eV): -7.60
LUMO energy (eV): 0.76
HOMO-LUMO gap (eV): 8.351

Structure (ORCA input):
```
! wB97M-V def2-TZVPD RIJCOSX def2/J DEFGRID3
* xyz 0 1
C -3.6381 -1.1984 1.2520
C -1.4168 -1.7460 0.1851
C -2.3376 -0.8346 0.7381
C -0.7134 0.2232 -0.4449
C -1.9033 0.5005 0.3528
C -0.1051 1.0540 -1.3735
C -2.4396 1.7730 0.1939
C -0.6940 2.3003 -1.4354
C -1.7354 2.6833 -0.5906
N -0.3514 -1.1326 -0.3444
H -1.3491 -2.8261 0.1339
H 0.3096 -1.5314 -0.9737
H -4.3890 -1.3627 0.4792
H -3.8737 -0.4460 2.1493
H 0.7202 0.7278 -1.8655
H -3.1976 2.0416 0.9730
H -0.2893 3.0511 -2.1498
H -1.9136 3.7580 -0.8130
H -3.6469 -2.0337 1.9911
C 4.2657 -0.7695 -0.5022
C 3.8651 -0.3473 0.9218
H 5.2503 -0.2390 -0.8879
H 4.5276 -1.9396 -0.6241
H 3.5418 -0.5902 -1.3167
H 3.3652 -1.2297 1.3489
H 4.8909 -0.3795 1.5763
H 3.2575 0.4937 1.0261
*
```

=====

## R
Entry from the Open Molecules 2025 dataset: one molecule with the formula C11H15N (ωB97M-V with the def2-TZVPD basis set).

SMILES: CCNC1Cc2ccccc2C1
E_HOMO (eV): -8.83
LUMO energy (eV): 0.93
HOMO-LUMO gap (eV): 9.754

Structure (ORCA input):
```
! wB97M-V def2-TZVPD RIJCOSX def2/J DEFGRID3
* xyz 0 1
C 1.3649 -1.7765 -0.8298
C 2.0372 -0.3376 -1.1125
C 1.3579 0.8746 0.8778
C 0.3093 1.8050 0.1033
C -0.9107 0.8484 -0.0063
C -2.0465 1.1228 -0.7657
C -3.1620 0.1909 -0.7639
C -2.9838 -0.7708 0.0658
C -1.8789 -1.0215 0.9341
C -0.7636 -0.2370 0.9359
C 0.5843 -0.3301 1.5760
H 1.5645 -2.1153 -1.9300
H 2.1996 -2.3683 -0.2710
H 0.3102 -1.8997 -0.5559
H 2.9432 -0.4838 -1.6428
H 1.3962 0.3558 -1.6836
H 3.1975 1.1328 0.0143
H 1.8039 1.7350 1.5082
H 0.8555 2.2715 -0.8971
H 0.0798 2.7236 0.7196
H -2.1439 2.2003 -1.1356
H -4.1728 0.5172 -1.0988
H -3.9192 -1.3171 0.1359
H -2.0345 -1.7980 1.8111
H 1.1220 -1.2582 1.0952
H 0.3390 -0.3493 2.7747
N 2.5508 0.2854 0.1409
*
```

=====

Stability comparison, relative energies in hartree: P 0.0000; Q 0.0213; R 0.0750

=====

## P
Entry from the Open Molecules 2025 dataset: a 2-piece molecular cluster, C11H15N overall (ωB97M-V with the def2-TZVPD basis set).

SMILES: Cc1c[nH]c2ccccc12.CC
E_HOMO (eV): -7.78
LUMO energy (eV): 0.84
HOMO-LUMO gap (eV): 8.625

Structure (ORCA input):
```
! wB97M-V def2-TZVPD RIJCOSX def2/J DEFGRID3
* xyz 0 1
C 0.2448 3.0287 2.7402
C 1.4261 2.1112 2.9972
H -0.2115 3.4009 3.7254
H 0.4824 3.9651 2.2316
H -0.5714 2.4388 2.2215
H 1.5502 1.0683 2.7244
H 1.7444 2.1994 4.0336
H 2.0435 2.4301 2.2019
C -1.6927 1.2861 -1.0917
C -0.5968 -1.1547 -1.3623
C -0.5630 0.3158 -1.3225
C 0.7286 -1.6225 -1.3440
C 0.7721 0.6803 -1.4406
C -1.3231 -3.3522 -0.9989
C -0.0026 -3.7897 -1.0474
C -1.6709 -2.0285 -1.0642
C 1.0890 -2.9409 -1.3473
N 1.5407 -0.5025 -1.5646
H -2.0620 -4.0686 -0.5609
H 0.2747 -4.7498 -0.8707
H -2.6927 -1.6406 -0.7303
H 2.1031 -3.2552 -1.0942
H -1.2658 2.2769 -0.9876
H -2.4689 1.1406 -0.3303
H 1.0708 1.7175 -1.5780
H 2.4703 -0.3321 -2.2201
H -2.4194 1.3777 -1.9200
*
```

=====

## Q
Entry from the Open Molecules 2025 dataset: a 2-piece molecular cluster, C11H15N overall (ωB97M-V with the def2-TZVPD basis set).

SMILES: Cc1c[nH]c2ccccc12.CC
E_HOMO (eV): -7.85
LUMO energy (eV): 0.96
HOMO-LUMO gap (eV): 8.806

Structure (ORCA input):
```
! wB97M-V def2-TZVPD RIJCOSX def2/J DEFGRID3
* xyz 0 1
C 2.6477 0.8411 -1.6945
C 1.2088 0.6635 -2.2126
H 2.9947 -0.1162 -1.2794
H 3.3163 1.1621 -2.4794
H 2.6939 1.4649 -0.8047
H 0.6549 -0.0218 -1.5851
H 1.2289 0.3080 -3.2418
H 0.7414 1.6498 -2.2947
C -2.1345 -0.9595 -1.4490
C -0.9913 -0.5897 0.8363
C -1.8031 -0.1286 -0.2351
C -0.7249 0.5296 1.6643
C -2.0510 1.1908 -0.0393
C -0.4144 -1.8331 1.1326
C 0.3433 0.5577 2.6079
C 0.6644 -1.8310 1.9765
C 1.0344 -0.6407 2.6464
N -1.4543 1.5861 1.1603
H -0.7165 -2.6397 0.4724
H -3.1030 -1.4158 -1.2145
H -1.4123 -1.7565 -1.5938
H -2.6778 1.9456 -0.4800
H -1.3805 2.5441 1.4892
H 0.4362 1.3257 3.3552
H 1.2789 -2.6861 2.2114
H 1.8182 -0.8209 3.3786
H -2.1984 -0.3294 -2.3269
*
```

=====

## R
Entry from the Open Molecules 2025 dataset: one molecule with the formula C11H15N (ωB97M-V with the def2-TZVPD basis set).

SMILES: C[C@@H]1N[C@@H](C)Cc2ccccc21
E_HOMO (eV): -8.81
LUMO energy (eV): 0.97
HOMO-LUMO gap (eV): 9.784

Structure (ORCA input):
```
! wB97M-V def2-TZVPD RIJCOSX def2/J DEFGRID3
* xyz 0 1
C -3.0799 -1.2846 -0.0221
C -1.6999 -0.5690 0.2266
C -0.5676 -1.5179 -0.2906
C 0.7327 -0.9320 -0.0880
C 1.8877 -1.7274 0.1228
C 3.1797 -1.0945 0.1632
C 3.3887 0.2334 -0.2149
C 2.1979 1.0590 -0.3661
C 0.9398 0.4619 -0.2858
C -0.2871 1.4175 -0.4622
C -0.4751 2.4107 0.6574
H -3.2043 -1.5331 -1.0788
H -2.8969 -2.2221 0.5584
H -3.8588 -0.4869 0.4814
H -1.5001 -0.3543 1.2532
H -0.7552 -2.5227 0.2393
H -0.7129 -1.7733 -1.4603
H 1.7910 -2.7890 0.6590
H 4.0927 -1.6834 0.3447
H 4.3832 0.5509 -0.2560
H 2.1876 2.1955 -0.4286
H -0.1125 1.9877 -1.3907
H -1.3527 3.0427 0.4481
H 0.3127 3.1901 0.5563
H -0.6516 1.8984 1.6248
H -2.3166 1.3764 -0.2724
N -1.6224 0.6661 -0.7190
*
```

=====

## S
Entry from the Open Molecules 2025 dataset: a 2-piece molecular cluster, C11H15N overall (ωB97M-V with the def2-TZVPD basis set).

SMILES: Cc1c[nH]c2ccccc12.CC
E_HOMO (eV): -7.86
LUMO energy (eV): 0.91
HOMO-LUMO gap (eV): 8.772

Structure (ORCA input):
```
! wB97M-V def2-TZVPD RIJCOSX def2/J DEFGRID3
* xyz 0 1
C 0.4635 -0.3971 3.0483
C -0.6054 -0.7227 0.7136
C 0.5372 -0.4532 1.5506
C -0.1334 -1.1373 -0.5427
C 1.6162 -0.7966 0.7957
C -1.9703 -0.3977 0.8520
C -2.7781 -0.4610 -0.2532
C -2.3064 -0.9757 -1.4797
C -0.9715 -1.2375 -1.6610
N 1.2404 -1.1591 -0.4811
H -2.3261 -0.0839 1.8232
H -3.8396 -0.2459 -0.2018
H -3.0438 -1.1669 -2.2486
H 0.8108 -1.2951 3.5320
H -0.5152 0.0365 3.2682
H 2.6722 -0.7416 1.0061
H 1.9268 -1.5411 -1.1112
H -0.5485 -1.5562 -2.6059
H 0.9627 0.5007 3.4525
C 1.7757 2.2605 -1.5571
C 1.7396 3.6831 -0.9482
H 1.4345 1.4614 -0.9034
H 1.0669 2.2579 -2.3881
H 2.7500 1.9871 -1.9564
H 1.0153 4.2900 -1.4901
H 2.6975 4.1673 -1.1444
H 1.5206 3.6609 0.1160
*
```

=====

Stability comparison, relative energies in hartree: P 0.0673; Q 0.0000; R 0.0514; S 0.0033

=====

## P
Entry from the Open Molecules 2025 dataset: a 2-piece molecular cluster, C11H15N overall (ωB97M-V with the def2-TZVPD basis set).

SMILES: Cc1c[nH]c2ccccc12.CC
E_HOMO (eV): -7.72
LUMO energy (eV): 0.95
HOMO-LUMO gap (eV): 8.668

Structure (ORCA input):
```
! wB97M-V def2-TZVPD RIJCOSX def2/J DEFGRID3
* xyz 0 1
C 0.0320 4.7183 -0.5122
C -1.1088 3.8119 -0.1196
H 0.8787 4.5634 0.1730
H 0.3742 4.5382 -1.5302
H -0.2025 5.7584 -0.3197
H -0.9609 2.7464 -0.1952
H -2.0449 4.1331 -0.5847
H -1.3059 3.9413 0.9581
C 2.3384 -0.2845 0.9857
C 0.1935 -1.5576 0.1095
C 1.4326 -1.4469 0.7675
C -0.3580 -2.8482 0.3243
C 1.6471 -2.6656 1.3871
C -1.5443 -1.0825 -1.4433
C -2.1304 -2.3609 -1.1811
C -0.3802 -0.6774 -0.8757
C -1.5298 -3.2363 -0.3269
N 0.5455 -3.4571 1.1730
H -1.9271 -0.5483 -2.3053
H -3.0856 -2.5242 -1.6554
H 0.2604 0.1765 -1.0390
H -1.9734 -4.2043 -0.1166
H 2.1206 0.5448 0.3082
H 3.3348 -0.6034 0.6919
H 2.4665 -3.0394 1.9754
H 0.5694 -4.4486 1.3330
H 2.3583 0.0531 2.0180
*
```

=====

## Q
Entry from the Open Molecules 2025 dataset: a 2-piece molecular cluster, C11H15N overall (ωB97M-V with the def2-TZVPD basis set).

SMILES: Cc1c[nH]c2ccccc12.CC
E_HOMO (eV): -7.84
LUMO energy (eV): 0.92
HOMO-LUMO gap (eV): 8.755

Structure (ORCA input):
```
! wB97M-V def2-TZVPD RIJCOSX def2/J DEFGRID3
* xyz 0 1
C 0.2857 2.8395 -2.3622
C 1.4587 0.7694 0.4949
C 0.8951 0.8523 -0.8113
C 0.5797 2.1967 -1.1287
C 0.9078 2.8937 0.0254
C 1.5469 -1.5101 0.3480
C 1.9240 -0.4580 1.0836
C 0.8506 -1.5162 -0.8637
C 0.5067 -0.3365 -1.5374
N 1.3888 2.0660 1.0613
H 2.0019 -2.4912 0.6962
H 2.4689 -0.3803 2.1287
H 0.4893 -2.4847 -1.2895
H 0.0494 -0.2461 -2.5328
H 2.0508 2.4602 1.7529
H 0.9318 3.8886 0.0948
H 1.1598 3.1374 -3.0051
H -0.2303 3.8496 -2.5131
H -0.4922 2.1522 -2.9640
C -2.6232 -2.0273 0.7172
C -2.0942 -2.4550 2.1102
H -2.3265 -0.8987 0.6827
H -2.0868 -2.5278 -0.1568
H -3.6183 -2.1698 0.7303
H -1.7805 -3.5086 2.1125
H -2.8840 -2.3327 2.8587
H -1.3602 -1.7626 2.2673
*
```

=====

Stability comparison, relative energies in hartree: P 0.0000; Q 0.0643

=====

## P
Entry from the Open Molecules 2025 dataset: one molecule with the formula C4H10N2O (ωB97M-V with the def2-TZVPD basis set).

SMILES: C=NNCCCO
E_HOMO (eV): -8.24
LUMO energy (eV): 0.98
HOMO-LUMO gap (eV): 9.225

Structure (ORCA input):
```
! wB97M-V def2-TZVPD RIJCOSX def2/J DEFGRID3
* xyz 0 1
C -0.5624 1.7130 0.3195
C 0.7465 1.0279 0.8669
C 1.4244 0.1769 -0.3193
C -1.0433 -2.3120 0.0849
H -1.2552 0.1396 -0.4451
H -0.4293 2.2340 -0.7039
H -0.9091 2.4113 1.0585
H 1.3996 1.8305 1.2628
H 0.4712 0.2277 1.6109
H 2.3266 -0.4455 -0.1093
H 1.5734 0.8502 -1.1758
H 0.4644 -0.9528 -1.9173
H -1.1529 -3.1352 0.6857
H -1.9497 -1.8836 -0.3430
N 0.3813 -0.7337 -0.8597
N 0.1090 -1.9046 -0.2357
O -1.5945 0.7564 0.2199
*
```

=====

## Q
Entry from the Open Molecules 2025 dataset: one molecule with the formula C4H10N2O (ωB97M-V with the def2-TZVPD basis set).

SMILES: NCC[C@H](N)C=O
E_HOMO (eV): -9.71
LUMO energy (eV): 0.78
HOMO-LUMO gap (eV): 10.486

Structure (ORCA input):
```
! wB97M-V def2-TZVPD RIJCOSX def2/J DEFGRID3
* xyz 0 1
O 1.6654 2.4517 0.8376
C 0.6497 1.9418 1.2135
C 0.3501 0.4696 0.8440
C -0.0377 0.5109 -0.6565
C -0.6614 -0.7716 -1.3400
N 0.2566 -1.8743 -1.8108
N -0.7198 -0.1186 1.6511
H -0.2400 2.4704 1.6210
H 1.4147 -0.0419 0.8992
H 0.8398 0.7851 -1.2519
H -0.7963 1.2755 -0.8329
H -1.4186 -0.5460 -2.0987
H -1.1662 -1.1422 -0.4033
H 1.1509 -1.4612 -1.5039
H 0.2479 -2.6562 -1.1048
H -0.3179 -0.3503 2.5777
H -1.2173 -0.9426 1.3587
*
```

=====

Stability comparison, relative energies in hartree: P 0.0496; Q 0.0000